1.
# C10H15N2

A 2-piece molecular cluster, C10H15N2 overall at a distorted geometry (the ωB97M-V functional and the def2-TZVPD basis, the OMol25 dataset).

```
! wB97M-V def2-TZVPD RIJCOSX def2/J DEFGRID3
* xyz 1 1
C 0.894 -1.884 3.447
C 0.142 -0.694 3.362
C 1.336 -2.552 2.275
C -0.089 -0.117 2.116
C 1.267 -1.852 1.067
C 0.544 -0.750 1.171
C 1.778 -2.643 -0.147
C -1.845 1.877 -0.672
C 0.199 2.552 -1.920
C -0.366 1.696 -0.710
N 0.493 -0.201 -1.839
N 0.117 0.363 -0.876
H 1.015 -2.338 4.415
H -0.556 -0.294 4.072
H 1.773 -3.520 2.388
H -0.629 0.788 1.855
H 2.550 -2.187 -0.763
H 2.166 -3.637 0.219
H 0.838 -2.863 -0.824
H -2.336 1.323 -1.517
H -2.357 1.391 0.228
H -2.115 2.895 -0.745
H 1.256 2.437 -1.827
H 0.013 3.601 -1.778
H -0.276 2.228 -2.854
H 0.118 1.901 0.232
H 0.234 0.314 -2.671
*
```

For the relative energy (zero: lowest compared OMol25 entry of this formula, charge and spin), the calculation gives 140.3 kcal per mole. The orbital gap comes out at 8.63 eV. The value obtained for the calculated total energy is -13581.989 eV.

---

2.
# C10H15N2O

An isolated ion of composition C10H15N2O and charge -1 at a distorted geometry (the ωB97M-V functional and the def2-TZVPD basis, the OMol25 dataset).

```
! wB97M-V def2-TZVPD RIJCOSX def2/J DEFGRID3
* xyz -1 1
C -0.945 2.021 -0.497
C -1.476 1.112 -1.497
C -1.252 0.849 1.367
C 0.009 0.396 0.730
C 0.450 1.686 -0.221
C -0.337 -0.650 -0.297
C 1.064 2.864 0.502
C 1.686 -2.116 -0.685
C -0.202 -2.791 1.105
C 0.165 -2.026 -0.203
N -1.754 1.850 0.679
N -1.097 -0.174 -1.283
O -1.638 -1.041 -2.096
H -0.990 3.097 -0.839
H -2.251 1.370 -2.199
H -1.674 0.459 2.305
H 0.710 -0.237 1.369
H 1.078 1.489 -1.156
H 1.517 2.324 1.277
H 1.677 3.597 0.076
H 0.216 3.610 0.899
H 1.939 -1.293 -1.214
H 1.905 -2.890 -1.320
H 2.452 -2.065 0.153
H -1.228 -2.683 1.419
H 0.441 -2.509 1.924
H -0.185 -3.843 0.897
H -0.282 -2.407 -1.193
*
```

For the relative energy (zero: lowest compared OMol25 entry of this formula, charge and spin), the calculation gives 35.1 kcal per mole. The orbital gap comes out at 5.62 eV. The value obtained for the calculated total energy is -15636.067 eV.

---

3.
# C10H15N2O2P

C10H15N2O2P in the gas phase at a distorted geometry (the ωB97M-V functional and the def2-TZVPD basis, the OMol25 dataset).

```
! wB97M-V def2-TZVPD RIJCOSX def2/J DEFGRID3
* xyz 0 1
C -1.678 1.077 2.639
C -0.365 1.395 3.046
C -1.970 0.263 1.525
C 0.740 1.053 2.311
C -0.784 -0.099 0.722
C 0.537 0.209 1.196
C -1.056 -0.761 -0.517
C -2.449 -1.344 -0.806
C 1.779 -1.543 -0.106
C 2.664 0.642 0.484
N -0.767 0.556 -4.023
N 1.543 -0.277 0.519
O -0.352 -0.669 -1.521
O 1.616 0.657 -2.960
P 0.236 1.003 -2.688
H -2.458 1.156 3.375
H -0.276 2.256 3.734
H -2.960 0.015 1.129
H 1.704 1.242 2.579
H -2.700 -1.951 0.100
H -2.233 -2.053 -1.695
H -3.088 -0.440 -0.994
H 1.817 -1.694 -1.230
H 2.777 -1.761 0.290
H 1.207 -2.289 0.335
H 3.518 0.557 1.181
H 3.042 0.642 -0.558
H 2.228 1.677 0.642
H -0.506 -0.006 -4.864
H -1.765 0.487 -3.844
*
```

For the relative energy (zero: lowest compared OMol25 entry of this formula, charge and spin), the calculation gives 41.4 kcal per mole. The orbital gap (alpha / beta) comes out at 7.70 / 7.70 eV. The value obtained for the calculated total energy is -26975.747 eV.

---

4.
# C10H15N2S

An isolated ion of composition C10H15N2S and charge +1 at a distorted geometry (the ωB97M-V functional and the def2-TZVPD basis, the OMol25 dataset).

```
! wB97M-V def2-TZVPD RIJCOSX def2/J DEFGRID3
* xyz 1 1
C -3.479 0.378 -0.313
C -3.670 -0.914 -0.048
C -2.166 0.800 -0.157
C -1.441 -0.298 0.288
C -0.351 2.427 0.028
C 0.516 0.264 0.859
C 1.337 -2.098 0.534
C 2.875 -0.152 0.384
C 1.071 -0.525 -1.396
C 1.474 -0.603 0.026
N -1.595 2.102 -0.258
N 0.590 1.623 0.469
S -2.249 -1.795 0.469
H -4.377 0.981 -0.363
H -4.503 -1.608 -0.034
H -0.098 3.449 -0.250
H 0.300 0.230 1.866
H 1.345 -2.847 -0.185
H 0.312 -2.282 1.023
H 2.135 -2.321 1.279
H 3.669 -0.848 -0.086
H 3.033 0.855 0.086
H 3.140 -0.009 1.417
H 1.899 -0.675 -2.183
H 0.523 0.376 -1.756
H 0.392 -1.317 -1.611
H -2.165 2.865 -0.649
H 1.483 1.941 0.563
*
```

For the relative energy (zero: lowest compared OMol25 entry of this formula, charge and spin), the calculation gives 39.9 kcal per mole. The orbital gap comes out at 8.75 eV. The value obtained for the calculated total energy is -24419.230 eV.

---

5.
# C10H15N4

An isolated ion of composition C10H15N4 and charge +1 at a distorted geometry (the ωB97M-V functional and the def2-TZVPD basis, the OMol25 dataset).

```
! wB97M-V def2-TZVPD RIJCOSX def2/J DEFGRID3
* xyz 1 1
C 1.287 3.310 0.276
C 1.458 2.039 0.139
C 1.521 0.755 0.254
C 1.544 0.064 1.506
C 1.919 -1.250 1.555
C 2.541 -1.909 0.393
C 2.885 -1.158 -0.649
C 2.054 0.070 -1.038
N 0.940 -0.064 -1.999
N -0.238 -0.539 -1.426
C -1.223 0.196 -0.973
N -2.103 -0.362 -0.182
C -3.250 0.394 0.198
N -1.698 -1.602 0.468
H 0.404 3.872 0.380
H 2.000 4.130 0.221
H 1.302 0.782 2.271
H 1.946 -1.814 2.570
H 3.109 -2.898 0.424
H 3.641 -1.516 -1.370
H 2.798 0.593 -1.669
H 1.242 -0.615 -2.830
H -0.081 -1.506 -1.058
H -1.260 1.128 -1.472
H -4.033 -0.316 0.149
H -2.957 0.986 1.159
H -3.280 1.274 -0.450
H -2.511 -2.176 0.351
H -1.430 -1.574 1.447
*
```

For the relative energy (zero: lowest compared OMol25 entry of this formula, charge and spin), the calculation gives 172.4 kcal per mole. The orbital gap comes out at 8.09 eV. As for the SMILES: C=C=C1C=CC=C[C@H]1NN/C=[N+](/C)N. The value obtained for the calculated total energy is -16561.260 eV.

---

6.
# C10H15N5

A 5-piece molecular cluster, C10H15N5 overall at a distorted geometry (the ωB97M-V functional and the def2-TZVPD basis, the OMol25 dataset).

```
! wB97M-V def2-TZVPD RIJCOSX def2/J DEFGRID3
* xyz 0 1
C 3.629 -0.280 -1.243
C 2.892 0.708 -0.462
N 2.314 1.500 0.178
H 4.356 -0.857 -0.672
H 4.045 0.083 -2.183
H 2.891 -0.936 -1.706
C -0.013 -2.614 1.981
C 0.698 -1.883 0.933
N 1.305 -1.286 0.164
H -0.534 -2.065 2.764
H 0.759 -3.229 2.445
H -0.652 -3.312 1.439
C -0.081 0.374 -0.275
C -0.931 0.915 0.851
N -1.516 1.372 1.757
H -0.363 -0.678 -0.327
H 0.940 0.413 0.104
H -0.126 0.929 -1.212
C -2.639 0.414 3.587
C -2.469 -0.919 2.923
N -2.300 -1.931 2.363
H -3.619 0.800 3.306
H -1.816 1.068 3.301
H -2.607 0.437 4.676
C -1.037 1.999 -4.474
C -0.101 1.372 -3.486
N 0.571 0.982 -2.673
H -0.550 2.007 -5.449
H -1.009 3.050 -4.188
H -2.038 1.572 -4.420
*
```

For the relative energy (zero: lowest compared OMol25 entry of this formula, charge and spin), the calculation gives 136.4 kcal per mole. The orbital gap comes out at 9.82 eV. As for the SMILES: CC#N.CC#N.CC#N.CC#N.CC#N. The value obtained for the calculated total energy is -18057.212 eV.

---

7.
# C10H15N5

A 4-piece molecular cluster, C10H15N5 overall at a distorted geometry (the ωB97M-V functional and the def2-TZVPD basis, the OMol25 dataset).

```
! wB97M-V def2-TZVPD RIJCOSX def2/J DEFGRID3
* xyz 0 1
C 0.433 -2.896 1.900
C -0.896 -2.328 1.631
N -1.887 -1.794 1.419
H 0.917 -2.404 2.743
H 1.023 -2.804 0.988
H 0.324 -3.970 2.052
C 3.708 -1.793 2.618
C 2.965 -1.066 1.543
N 2.363 -0.549 0.651
H 3.706 -1.289 3.585
H 4.764 -1.850 2.355
H 3.441 -2.850 2.633
C -1.379 1.866 -3.119
C -2.356 1.604 -4.158
N -3.118 1.341 -4.978
H -0.428 1.839 -3.650
H -1.520 1.174 -2.288
H -1.698 2.859 -2.799
C 0.648 -0.438 0.244
C 0.109 0.618 -0.596
N -0.346 1.392 -1.310
H 1.317 -1.104 -0.302
H -0.139 -1.115 0.577
H 1.059 -0.038 1.171
C -2.269 2.221 -0.213
C -1.903 3.392 -1.028
N -1.597 4.293 -1.624
H -3.229 1.868 -0.591
H -2.444 2.432 0.842
H -1.569 1.390 -0.296
*
```

For the relative energy (zero: lowest compared OMol25 entry of this formula, charge and spin), the calculation gives 251.9 kcal per mole. The orbital gap comes out at 8.69 eV. The value obtained for the calculated total energy is -18052.206 eV.

---

8.
# C10H15N5O4

C10H15N5O4 in the gas phase at a distorted geometry (the ωB97M-V functional and the def2-TZVPD basis, the OMol25 dataset).

```
! wB97M-V def2-TZVPD RIJCOSX def2/J DEFGRID3
* xyz 0 1
N 2.624 2.813 -2.661
C 1.406 3.068 -1.991
O 0.453 3.682 -2.537
C 1.210 2.664 -0.539
C 1.581 1.247 -0.072
N 3.021 0.931 -0.255
C 0.884 0.188 -0.895
O 1.130 0.180 -2.115
N 0.033 -0.650 -0.294
C -0.172 -0.787 1.121
C -1.037 -2.057 1.399
C -2.342 -1.969 0.588
C -3.638 -1.729 1.009
N -4.401 -1.588 -0.135
C -3.541 -1.818 -1.202
N -2.289 -1.882 -0.835
C 1.105 -1.090 1.884
O 2.255 -1.264 1.518
O 0.828 -1.135 3.260
H 2.990 1.860 -2.399
H 2.437 2.924 -3.674
H 0.091 2.747 -0.402
H 1.789 3.401 0.109
H 1.337 1.155 0.986
H 3.107 -0.007 0.198
H 3.672 1.487 0.375
H -0.457 -1.274 -0.911
H -0.587 0.132 1.643
H -0.435 -3.014 1.092
H -1.277 -2.077 2.467
H -4.040 -1.512 2.016
H -5.439 -1.512 -0.212
H -3.898 -1.684 -2.260
H 1.600 -1.433 3.723
*
```

For the relative energy (zero: lowest compared OMol25 entry of this formula, charge and spin), the calculation gives 48.5 kcal per mole. The orbital gap comes out at 9.37 eV. As for the SMILES: NC(=O)C[C@H](N)C(=O)N[C@@H](Cc1c[nH]cn1)C(=O)O. The value obtained for the calculated total energy is -26254.466 eV.

---

Q: Among the records above, which one has the highest relative energy (zero: lowest compared OMol25 entry of this formula, charge and spin)?
A: number 7